1.
Below is 3 unconnected molecules or ions with the total composition C9H23ClNO2S2, with properties calculated with the ωB97M-V functional and the def2-TZVPD basis.

Structure (XYZ):
```
38
Properties=species:S:1:pos:R:3
Cl -3.91368 2.49042 -0.21534
C -2.85760 1.16192 -0.71293
C -2.86291 -0.02009 0.24993
C -1.46380 -0.47515 0.67609
C -0.40827 -0.47572 -0.43668
C -0.52494 0.70900 -1.39833
N -1.47736 1.72469 -0.83047
H -3.15811 0.88657 -1.71789
H -3.41548 0.26343 1.14120
H -3.41254 -0.83967 -0.20558
H -1.12173 0.13651 1.51307
H -1.54409 -1.48043 1.07792
H -0.48716 -1.39253 -1.01514
H 0.57813 -0.46221 0.01838
H -0.94528 0.42851 -2.36033
H 0.41923 1.21068 -1.59167
H -1.50784 2.55728 -1.41896
H -1.17676 2.03275 0.09576
C 4.41356 2.53730 -2.43941
S 2.70239 2.97525 -2.14803
O 1.85895 2.04760 -2.96164
C 2.74333 4.54096 -3.01875
H 4.57411 1.54103 -2.03389
H 4.60472 2.53932 -3.51179
H 5.05582 3.25244 -1.92692
H 3.07825 4.37286 -4.04155
H 3.41391 5.22241 -2.49654
H 1.73483 4.94821 -3.02086
C -1.38376 -5.15553 3.87253
S -0.98923 -3.40722 3.85296
O -1.80397 -2.80535 2.75615
C 0.67849 -3.58827 3.21265
H -2.41656 -5.25266 4.19891
H -1.26905 -5.56217 2.86839
H -0.72648 -5.66385 4.57731
H 0.64343 -4.10892 2.25582
H 1.28207 -4.14116 3.93156
H 1.09157 -2.58986 3.08413
```

Properties
HOMO-LUMO gap (eV): 8.7
Net charge: +1
Multiplicity: 1


2.
Below is 2 unconnected molecules or ions with the total composition C9H23ClOSSi, with properties calculated with the ωB97M-V functional and the def2-TZVPD basis.

Structure (XYZ):
```
36
Properties=species:S:1:pos:R:3
C 2.38026 0.91755 -0.84702
C 1.34497 0.58291 0.22132
S 0.83426 2.00080 1.22197
C 0.51096 3.33246 0.01270
Si -1.23340 3.97585 0.32230
C -2.52772 3.01522 -0.66249
Cl -4.15403 3.45617 -0.02156
C -2.31146 1.49481 -0.67223
C -2.85872 0.76138 0.55801
H 3.25759 1.35031 -0.37423
H 1.99346 1.56858 -1.62180
H 2.68892 -0.02009 -1.30556
H 0.49547 0.08149 -0.22974
H 1.79534 -0.15017 0.87894
H 1.21741 4.13155 0.21305
H 0.69122 3.01334 -1.00790
H -1.47467 3.94562 1.77752
H -1.29719 5.39714 -0.09855
H -2.51676 3.37282 -1.68749
H -1.25879 1.25505 -0.80440
H -2.83254 1.09937 -1.54417
H -2.65623 1.34186 1.45286
H -3.91927 0.58081 0.44919
H -2.36594 -0.20465 0.63385
C 1.97904 -3.54973 -0.73801
C 1.36775 -3.51447 0.65468
C 0.66698 -4.82150 0.99093
O 0.45749 -2.41956 0.76850
H 1.20078 -3.69594 -1.49224
H 2.47924 -2.60658 -0.96150
H 2.70476 -4.35834 -0.83253
H 2.15011 -3.32263 1.39028
H -0.15071 -5.00642 0.28883
H 0.23691 -4.77803 1.99155
H 1.35692 -5.66503 0.94422
H -0.25241 -2.56191 0.13073
```

Properties
HOMO-LUMO gap (eV): 9.0
ΔE to the lowest compared entry with this formula, charge and spin (kJ/mol): 0.0
Multiplicity: 1
SMILES: CCSC[SiH2][C@H](Cl)CC.CC(C)O


3.
Below is a molecular structure, C9H23Li2NO3 at a distorted geometry, with properties calculated with the ωB97M-V functional and the def2-TZVPD basis.

Structure (XYZ):
```
38
Properties=species:S:1:pos:R:3
Li -1.48268 3.74083 -3.68549
Li -0.59037 1.41376 -1.27901
O -2.24731 0.90206 -3.57996
H -2.90001 0.20235 -3.77718
O -0.00142 4.18452 -1.31230
H 0.81785 4.49889 -0.88278
C -3.51806 1.69259 0.74911
C -2.54107 1.15870 1.82012
N -1.58886 0.25226 1.27383
C -2.16605 -1.08999 0.94777
C -1.29191 -1.95252 0.02221
C -0.41025 0.08490 2.18352
C 0.59616 1.22396 2.21279
H -2.98581 2.30748 0.02336
H -4.23442 2.34650 1.24643
H -4.13730 0.92333 0.28771
H -2.09620 1.99018 2.36678
H -3.13552 0.58519 2.53132
H -2.30096 -1.74271 1.81024
H -3.16393 -0.95257 0.53129
H -0.42460 -2.31847 0.57171
H -1.86788 -2.87077 -0.09254
H -1.05391 -1.67886 -1.00568
H 0.04352 -0.88673 1.98829
H -0.88413 -0.20551 3.12118
H 0.03149 2.13875 2.39283
H 1.06175 1.31619 1.23155
H 1.34303 1.11543 2.99923
C 3.69681 -2.55367 -2.42981
C 3.69948 -1.36350 -1.55427
O 2.91621 -0.45759 -1.71452
C 4.80193 -1.29045 -0.47193
H 2.86791 -2.51976 -3.13683
H 3.33954 -3.38772 -1.82581
H 4.63039 -2.90172 -2.87184
H 4.40844 -0.80359 0.42039
H 5.66497 -0.80377 -0.92624
H 5.10304 -2.29808 -0.18536
```

Properties
HOMO-LUMO gap (eV): 6.9
ΔE to the lowest compared entry with this formula, charge and spin (kJ/mol): 589.7
Multiplicity: 1


4.
Below is a molecular structure, C9H23MgO4PS4, with properties calculated with the ωB97M-V functional and the def2-TZVPD basis.

Structure (XYZ):
```
42
Properties=species:S:1:pos:R:3
Mg -0.81800 0.46532 0.13836
C -2.83370 0.04802 -2.41503
O -2.27716 0.92507 -1.44479
C -2.06840 2.24928 -1.89133
C -0.67708 2.36085 -2.49514
O 0.20958 1.70717 -1.59793
C 1.37763 1.15683 -2.17587
C 1.83139 0.03178 -1.25775
O 0.74192 -0.81329 -0.93391
C 0.45077 -1.82854 -1.88597
H -3.78921 0.43868 -2.77237
H -2.15905 -0.09315 -3.26830
H -2.99203 -0.90249 -1.91287
H -2.82405 2.54495 -2.62229
H -2.14275 2.88738 -1.00956
H -0.63588 1.87060 -3.47442
H -0.40150 3.41171 -2.62060
H 1.15480 0.77200 -3.17771
H 2.16715 1.90944 -2.26678
H 2.64559 -0.53137 -1.72317
H 2.16696 0.46107 -0.31313
H 1.29182 -2.52332 -1.96626
H -0.43104 -2.35140 -1.52055
H 0.23934 -1.41450 -2.87685
S -1.90290 2.23846 1.51552
S -2.80713 0.81464 2.67590
S -3.72555 -0.51176 1.41025
S -2.21781 -1.62000 0.56409
C 0.58072 -0.28983 4.22043
P 1.19454 -0.65906 2.56806
C 2.99667 -0.44252 2.59947
C 0.95324 -2.42495 2.30141
O 0.60577 0.24728 1.52920
H 1.03499 -0.94371 4.96549
H -0.50060 -0.42871 4.20040
H 0.78935 0.75418 4.45376
H 3.44378 -1.00650 3.41828
H 3.23745 0.61465 2.70803
H 3.39971 -0.80398 1.65260
H 1.45760 -2.99849 3.08097
H 1.35001 -2.69120 1.32123
H -0.11694 -2.63059 2.29909
```

Properties
HOMO-LUMO gap (eV): 6.4
Multiplicity: 1


5.
Below is a gas-phase ion, C9H23N3P (charge +1) at a distorted geometry, with properties calculated with the ωB97M-V functional and the def2-TZVPD basis.

Structure (XYZ):
```
36
Properties=species:S:1:pos:R:3
C 0.18323 -1.87579 1.97358
C 0.35059 -1.56719 0.70917
C 0.61714 -2.74267 -0.26157
P 0.05022 0.07838 0.07163
N -1.44760 0.00486 -0.89297
C -2.40334 -0.92089 -0.35340
C -1.27435 -0.24665 -2.39300
N 1.35840 0.60353 -0.69328
C 1.48173 2.08291 -0.88643
C 2.46155 -0.20649 -1.24341
N -0.38403 1.18695 1.25743
C -1.66970 1.77626 1.46223
C 0.73093 1.62883 2.07613
H 0.07645 -1.07214 2.62969
H 0.12209 -2.86015 2.39791
H 0.73319 -2.27613 -1.21914
H -0.11853 -3.51828 -0.42291
H 1.48905 -3.29877 0.02660
H -2.39085 -1.06567 0.83873
H -3.35885 -0.34863 -0.63234
H -2.43822 -1.93736 -0.77457
H -0.74575 0.61211 -2.79726
H -0.66036 -1.19643 -2.38379
H -2.18259 -0.35011 -3.01423
H 1.69891 2.49308 -1.92201
H 0.48593 2.69693 -0.53597
H 2.38290 2.51876 -0.35303
H 2.44752 -1.24553 -0.86402
H 2.29961 -0.27882 -2.32978
H 3.43036 0.27508 -0.93463
H -2.14716 2.10191 0.58063
H -2.46767 1.12787 1.95339
H -1.71420 2.80074 1.98825
H 0.37627 2.33818 2.76456
H 1.08038 0.68537 2.62342
H 1.54675 1.99591 1.55439
```

Properties
HOMO-LUMO gap (eV): 10.0
ΔE to the lowest compared entry with this formula, charge and spin (kJ/mol): 60.7
Net charge: +1
Multiplicity: 1
SMILES: C=C(C)P(N(C)C)(N(C)C)=[N+](C)C


6.
Below is a molecular structure, C9H24CaF3O10S at a distorted geometry, with properties calculated with the ωB97M-V functional and the def2-TZVPD basis.

Structure (XYZ):
```
48
Properties=species:S:1:pos:R:3
Ca -17.87276 -29.45315 -26.64488
C -15.20890 -32.10260 -28.95597
F -14.50280 -32.35723 -27.83042
F -14.61632 -32.73689 -29.93861
F -16.44737 -32.53550 -28.69799
S -15.15339 -30.21307 -29.21132
O -16.13008 -29.80786 -28.18236
O -13.79734 -29.84954 -28.89347
O -15.59936 -29.93704 -30.54672
C -15.24338 -30.51614 -24.94550
C -16.05554 -31.80105 -24.89130
O -17.09324 -31.72174 -25.89205
O -16.13851 -29.39427 -24.98318
H -14.67292 -30.54391 -25.88060
H -14.50109 -30.47994 -24.14913
H -16.56854 -31.78337 -23.92249
H -15.41193 -32.66817 -25.00542
H -17.13920 -32.61211 -26.25772
H -15.75452 -28.74490 -24.38605
C -19.25687 -26.60270 -27.51711
C -18.00229 -26.27475 -26.75254
O -16.99810 -27.24359 -27.06045
O -19.54474 -28.01330 -27.52207
H -19.06931 -26.38650 -28.57616
H -20.10491 -26.00419 -27.17956
H -18.14155 -26.29103 -25.66825
H -17.62929 -25.30756 -27.08896
H -16.23376 -26.81130 -27.44903
H -20.44514 -28.15889 -27.81807
C -20.27744 -30.72325 -24.78553
C -19.62931 -29.54951 -24.01151
O -18.97373 -28.53246 -24.78590
O -20.18017 -30.61659 -26.20084
H -21.35304 -30.70034 -24.55816
H -20.04227 -31.72485 -24.41520
H -18.84765 -30.02576 -23.40960
H -20.32172 -29.10130 -23.30314
H -18.66536 -27.80787 -24.23565
H -20.82539 -31.15123 -26.66727
C -18.75490 -28.87712 -30.53178
C -19.04671 -30.32523 -30.15563
O -18.78913 -30.56541 -28.74641
H -19.62267 -28.26850 -30.25439
H -18.61109 -28.71164 -31.59621
H -17.88107 -28.49690 -30.00336
H -18.29641 -30.97469 -30.61071
H -20.07493 -30.54160 -30.44181
H -19.10109 -31.44481 -28.51796
```

Properties
HOMO-LUMO gap (eV): 8.8
Net charge: +1
Multiplicity: 1


no.,highest occupied orbital energy (eV),energy (eV)
1,-11.4,-49476.7487
2,-8.3,-42988.7757
3,-7.4,-17746.0604
4,-6.3,-75975.0746
5,-12.7,-23456.7354
6,-11.8,-67620.5461